Entry 1:
{"formula": "C4H9N", "method": "the ωB97M-V functional and the def2-TZVPD basis", "symbols": ["C", "C", "C", "C", "H", "H", "H", "H", "H", "H", "H", "H", "H", "N"], "xyz": [[-2.35637, -0.29715, 0.03370], [-1.01744, 0.53609, 0.11466], [0.13946, -0.07043, -0.31410], [1.46569, 0.53772, -0.27442], [-2.01939, -1.32701, -0.42059], [-2.62084, -0.37900, 1.13459], [-3.21414, 0.12105, -0.59339], [-1.17951, 1.68881, 0.31678], [0.06184, -1.14134, -0.71534], [1.98442, 1.05337, -1.16029], [1.47190, 1.41022, 0.52253], [2.14057, -1.46061, -0.18558], [2.58094, -0.28586, 1.39678], [2.56289, -0.38588, 0.14467]], "atomic_forces_ev_per_a": [[1.5, -0.6, 0.2], [-0.6, 0.1, -2.0], [-2.8, 0.3, 0.0], [3.0, 2.9, 1.3], [-1.1, 1.8, 1.1], [-0.4, -0.4, -1.5], [1.3, -0.3, 1.0], [0.9, -2.5, 0.0], [0.1, 1.5, 0.7], [-1.8, -0.8, 0.4], [-0.2, -1.6, -1.6], [1.8, 3.7, 1.9], [-0.2, -1.3, -5.0], [-1.7, -2.9, 3.4]], "homo_ev": -9.251, "e_tot_ha": -212.4389, "fmax_ha_per_bohr": 0.100, "orbital_gap_ev": 10.41, "smiles": "C/C=C/CN"}

Entry 2:
{"formula": "C4H10N2O", "method": "the ωB97M-V functional and the def2-TZVPD basis", "symbols": ["C", "N", "C", "O", "N", "C", "C", "H", "H", "H", "H", "H", "H", "H", "H", "H", "H"], "xyz": [[2.66999, -0.17414, -0.41264], [1.29605, 0.28648, -0.41126], [0.30187, -0.61848, -0.08917], [0.53105, -1.81442, 0.03884], [-0.96623, -0.08712, 0.02900], [-2.00826, -0.92862, 0.58040], [-1.23457, 1.32799, -0.08440], [3.12380, -0.15259, 0.58701], [2.68161, -1.20501, -0.76676], [3.26551, 0.44736, -1.08710], [1.15125, 1.25210, -0.16235], [-2.16978, -0.73241, 1.65040], [-1.71278, -1.96939, 0.45271], [-2.94893, -0.74922, 0.04790], [-0.76308, 1.74266, -0.98217], [-2.31390, 1.47092, -0.18568], [-0.90362, 1.90387, 0.79524]], "atomic_forces_ev_per_a": [[0.2, -0.1, 0.0], [-0.1, 0.0, 0.1], [-0.1, 0.0, 0.0], [-0.1, 0.3, 0.0], [0.2, -0.1, 0.0], [-0.1, -0.1, 0.0], [0.0, 0.1, 0.0], [-0.1, 0.0, -0.1], [0.0, 0.2, 0.0], [-0.1, -0.1, 0.1], [0.0, -0.1, -0.1], [0.0, 0.0, -0.1], [-0.1, 0.1, 0.0], [0.1, 0.0, 0.1], [-0.1, 0.0, 0.1], [0.2, 0.0, 0.0], [0.0, -0.1, -0.1]], "homo_ev": -8.999, "e_tot_ha": -343.1762, "fmax_ha_per_bohr": 0.006, "orbital_gap_ev": 9.79, "smiles": "CNC(=O)N(C)C"}

Entry 3:
{"formula": "C27H31CrF3N9O3S", "method": "the ωB97M-V functional and the def2-TZVPD basis", "symbols": ["Cr", "N", "C", "C", "C", "C", "C", "C", "S", "O", "O", "N", "C", "N", "C", "C", "C", "N", "H", "H", "H", "H", "H", "H", "H", "H", "H", "N", "C", "C", "N", "C", "C", "H", "H", "H", "H", "H", "H", "H", "H", "H", "H", "H", "C", "N", "C", "C", "O", "N", "C", "N", "H", "H", "H", "H", "H", "H", "H", "F", "C", "F", "F", "C", "C", "C", "C", "C", "C", "C", "C", "H", "H", "H", "H"], "xyz": [[0.04229, -0.10525, 0.05597], [-7.84229, -3.65594, 1.43786], [-6.57402, -3.29833, 1.11053], [-5.51755, -3.50290, 2.01871], [-4.22977, -3.17061, 1.67483], [-3.96812, -2.62479, 0.41728], [-5.00171, -2.39950, -0.48856], [-6.29028, -2.73783, -0.14716], [-2.34611, -2.20623, -0.00328], [-2.25513, -2.05802, -1.43852], [-1.44352, -3.11742, 0.65862], [-1.93666, -0.75409, 0.69627], [-2.35056, 0.44646, 0.19462], [-3.55398, 0.70023, -0.31711], [-3.77384, 1.95463, -0.68280], [-2.81696, 2.97341, -0.58026], [-1.57639, 2.61380, -0.12286], [-1.33242, 1.35135, 0.25853], [-8.05841, -4.00694, 2.35205], [-8.60812, -3.47308, 0.81676], [-5.72750, -3.94166, 2.98675], [-3.41209, -3.35747, 2.35856], [-4.78238, -1.97100, -1.45709], [-7.09727, -2.58027, -0.85311], [-4.75794, 2.16085, -1.09073], [-3.04039, 3.99190, -0.86184], [-0.74904, 3.31112, -0.05828], [1.95991, -1.44053, 4.40997], [1.29772, -2.45463, 3.50901], [1.18072, -1.88521, 2.10926], [0.44325, -0.59777, 2.09775], [1.09960, 0.38179, 2.97784], [1.21951, -0.12850, 4.40429], [2.91839, -1.28640, 4.08761], [2.02568, -1.80323, 5.36184], [0.31767, -2.66845, 3.93548], [1.89382, -3.36391, 3.52180], [0.65576, -2.60339, 1.47984], [2.16673, -1.70109, 1.67495], [-0.51980, -0.76538, 2.39697], [0.53447, 1.31247, 2.98066], [2.08158, 0.60127, 2.55370], [0.24360, -0.31582, 4.85127], [1.76376, 0.57364, 5.03187], [-0.37870, -0.95131, -5.55894], [-0.14371, -0.91529, -4.12251], [0.41765, -2.02217, -3.35095], [0.44610, -1.39378, -1.99086], [0.84255, -1.83073, -0.90028], [-0.07254, -0.15090, -2.02932], [-0.42209, 0.09653, -3.30473], [-0.99524, 1.22648, -3.69212], [0.21192, -1.75644, -5.98584], [-0.05014, -0.02129, -6.02383], [-1.42938, -1.12925, -5.78806], [1.41067, -2.31063, -3.69554], [-0.24101, -2.89254, -3.34374], [-1.10484, 1.97529, -3.02993], [-1.22366, 1.39675, -4.65630], [9.38479, 0.45170, -0.35994], [8.72677, 1.39403, 0.32096], [9.09022, 1.29136, 1.61148], [9.14984, 2.58717, -0.11285], [7.23225, 1.25483, 0.18394], [6.67331, 0.15775, -0.45253], [5.29444, 0.03345, -0.51744], [4.46955, 1.00370, 0.05653], [5.04716, 2.11373, 0.67753], [6.42287, 2.23665, 0.73968], [3.04298, 0.82466, 0.02476], [1.83654, 0.66452, -0.00031], [7.31182, -0.59143, -0.89945], [4.84463, -0.81682, -1.01438], [4.41343, 2.88559, 1.09554], [6.87350, 3.10098, 1.21204]], "atomic_forces_ev_per_a": [[0.6, 0.3, 0.6], [0.1, 0.0, 0.0], [0.0, 0.0, 0.0], [-0.1, 0.0, 0.0], [0.0, 0.0, -0.1], [0.0, 0.2, 0.1], [0.0, 0.0, 0.0], [-0.1, 0.0, 0.0], [-0.2, -0.2, 0.2], [0.1, 0.0, 0.0], [0.0, 0.1, 0.0], [0.7, 0.2, -0.9], [-0.2, -0.1, 0.2], [-0.1, 0.2, 0.0], [0.0, -0.2, 0.0], [-0.1, 0.1, 0.0], [0.2, 0.0, -0.1], [-0.4, -0.2, 0.0], [0.0, 0.0, 0.0], [0.0, 0.0, 0.0], [0.0, 0.0, 0.0], [0.0, 0.0, 0.0], [0.0, 0.0, 0.0], [0.0, 0.0, 0.0], [0.0, 0.0, 0.0], [0.0, 0.0, 0.0], [0.0, 0.0, 0.0], [0.0, 0.0, 0.0], [0.0, 0.0, -0.1], [-0.1, 0.1, 0.1], [0.1, -0.3, -0.1], [0.0, -0.1, 0.0], [0.0, 0.0, 0.0], [0.0, 0.0, 0.0], [0.0, 0.0, 0.0], [0.0, 0.0, 0.0], [0.0, 0.0, 0.0], [0.0, 0.0, 0.0], [0.0, 0.0, 0.0], [0.0, 0.0, -0.1], [0.0, 0.0, 0.0], [0.0, 0.0, 0.0], [0.0, 0.0, 0.0], [0.0, 0.0, 0.0], [0.0, 0.0, 0.0], [0.1, -0.1, -0.1], [-0.1, 0.0, 0.0], [0.1, 0.1, -0.1], [-0.5, 0.0, 0.1], [0.0, 0.0, 0.2], [-0.2, -0.1, -0.1], [0.1, 0.0, 0.0], [0.0, 0.0, 0.0], [0.0, 0.0, 0.0], [0.0, 0.0, 0.0], [0.0, 0.0, 0.0], [0.0, 0.0, 0.0], [0.0, 0.0, 0.0], [0.0, 0.0, 0.0], [0.0, -0.1, 0.0], [0.0, 0.0, 0.0], [0.0, 0.0, 0.1], [0.0, 0.1, 0.0], [0.0, 0.0, 0.0], [0.0, 0.0, 0.0], [0.0, 0.0, 0.0], [0.0, -0.1, 0.0], [-0.1, 0.1, 0.0], [0.0, 0.1, 0.0], [0.2, 0.2, 0.0], [0.0, 0.1, 0.0], [0.0, 0.0, 0.0], [0.0, 0.0, 0.0], [0.0, 0.0, 0.0], [0.0, 0.0, 0.0]], "homo_ev": [-12.065, -12.066], "e_tot_ha": -3507.7606, "fmax_ha_per_bohr": 0.024, "total_charge": 2, "orbital_gap_ev": [5.69, 6.16], "multiplicity": 2}